{
  "formula": "C4H7NS",
  "method": "ωB97M-V/def2-TZVPD",
  "species": ["C", "C", "C", "S", "C", "N", "H", "H", "H", "H", "H", "H", "H"],
  "positions_angstrom": [[-0.52019, 1.30255, 0.01481], [-0.44207, -0.24171, -0.01536], [-1.65774, -0.87499, 0.06954], [-3.17804, -0.19230, 0.01902], [0.76633, -0.84470, -0.12221], [2.02702, -0.22190, 0.27063], [-1.47326, 1.79564, -0.01980], [0.18461, 1.72057, -0.71155], [-0.05045, 1.56694, 1.05736], [-1.44293, -2.03242, 0.39050], [0.82822, -1.89905, -0.08279], [2.11004, 0.71196, -0.39294], [2.84846, -0.79058, -0.47721]],
  "forces_ev_per_angstrom": [[2.852, -0.281, 2.322], [1.653, 3.845, -1.174], [-2.358, -4.054, 1.223], [1.459, -1.126, 0.053], [0.295, 0.929, 2.312], [2.284, 0.371, -7.261], [-0.390, -0.377, -0.293], [-0.279, 0.139, -0.041], [-0.812, -0.151, -1.733], [-1.223, 2.391, -1.072], [-0.097, -1.111, -0.239], [-0.536, -2.217, 2.624], [-2.848, 1.643, 3.280]],
  "mulliken_charge": [-1.338, 0.892, -0.314, -0.282, -0.463, -0.588, 0.414, 0.241, 0.293, 0.136, 0.386, 0.296, 0.324],
  "e_tot_ev": -16583.85700,
  "lumo_ev": -0.77,
  "charge": 0,
  "smiles": "C/C(C=S)=C\\N",
  "e_above_lowest_kcal_mol": 70.9,
  "multiplicity": 1
}